No. 1
# CH5N3

A single CH5N3 molecule at a distorted geometry (ωB97M-V/def2-TZVPD, the Open Molecules 2025 dataset).

Atoms and positions in Å:
1 N 0.139 -0.945 1.011
2 C 0.015 -0.069 0.087
3 N 0.851 1.044 0.021
4 N -0.848 -0.153 -1.001
5 H -0.317 -1.770 0.626
6 H 0.519 1.828 -0.484
7 H 1.238 1.157 0.948
8 H -1.122 0.693 -1.449
9 H -1.446 -0.934 -1.138

Cartesian forces (eV/Å) of the 2 atoms listed first:
0.4 0.0 -0.8
-0.1 0.1 -0.9

Results
**ΔE to the lowest compared entry with this formula, charge and spin**: 48.4 kJ/mol
**SMILES string**: N=C(N)N
**HOMO-LUMO gap**: 0.3585 hartree

Löwdin atomic charge list, values in e, 8 entries:
1 N 0.08
2 C -0.63
3 N 0.11
4 N 0.11
5 H 0.03
6 H 0.07
7 H 0.09
8 H 0.07

---

No. 2
# C3H10N3

A gas-phase ion, C3H10N3 (charge +1) at a distorted geometry (ωB97M-V/def2-TZVPD, the Open Molecules 2025 dataset).

Atoms and positions in Å:
1 C 0.929 0.219 0.096
2 C 1.665 -1.134 -0.037
3 C -1.159 1.391 -0.035
4 N 1.712 1.211 0.216
5 N -0.532 0.133 0.022
6 N -1.291 -1.108 0.040
7 H 1.281 -1.833 0.625
8 H 1.529 -1.438 -1.074
9 H 2.779 -0.958 0.038
10 H -2.047 1.480 0.558
11 H -0.506 2.290 0.301
12 H -1.544 1.661 -1.096
13 H 1.314 2.192 0.206
14 H -1.723 -1.378 -0.867
15 H -1.900 -0.932 0.904
16 H -0.508 -1.797 0.103

Cartesian forces (eV/Å) of the 2 atoms listed first:
-4.6 -11.6 -0.9
0.6 3.0 -2.3

Results
**Charge**: +1
**ΔE to the lowest compared entry with this formula, charge and spin**: 344.6 kJ/mol
**2S+1**: 3
**HOMO-LUMO gap (alpha / beta)**: 0.1834 / 0.2776 hartree

Löwdin atomic charge list, values in e, 8 entries:
1 C -0.44
2 C -0.04
3 C -0.08
4 N 0.19
5 N -0.15
6 N 0.27
7 H 0.03
8 H 0.08

---

No. 3
# C7H24Ba4O7

A molecular structure, C7H24Ba4O7 at a distorted geometry (ωB97M-V/def2-TZVPD, the Open Molecules 2025 dataset).

Atoms and positions in Å:
1 Ba 34.394 27.234 17.497
2 Ba 36.684 29.889 19.917
3 Ba 34.577 27.767 22.536
4 Ba 35.588 30.824 15.785
5 O 34.288 30.176 21.251
6 C 33.340 30.833 20.318
7 C 33.053 30.410 18.875
8 O 34.095 29.898 18.022
9 H 33.738 31.868 20.301
10 H 32.420 30.910 20.897
11 H 32.450 31.175 18.382
12 H 32.330 29.581 19.046
13 C 34.669 32.193 24.458
14 O 34.396 32.507 23.046
15 H 34.877 33.126 24.972
16 H 33.811 31.730 24.942
17 H 35.579 31.580 24.481
18 H 34.059 31.713 22.621
19 C 34.083 33.963 17.872
20 O 32.947 34.338 18.548
21 H 34.910 33.709 18.570
22 H 33.872 33.093 17.174
23 H 34.443 34.796 17.266
24 H 32.923 33.993 19.457
25 C 30.762 26.314 18.838
26 O 32.251 26.174 19.067
27 H 30.420 27.175 19.409
28 H 30.604 26.596 17.797
29 H 30.231 25.397 19.068
30 H 32.345 25.828 19.960
31 C 34.428 35.444 20.760
32 O 33.545 34.353 21.084
33 H 34.758 35.944 21.668
34 H 35.311 35.064 20.217
35 H 33.879 36.113 20.106
36 H 33.890 33.927 21.880
37 C 37.688 32.984 22.299
38 O 36.703 32.055 21.715
39 H 37.163 33.752 22.872
40 H 38.246 32.483 23.093
41 H 38.290 33.401 21.506
42 H 35.827 32.159 22.168

Cartesian forces (eV/Å) of the 2 atoms listed first:
-2.4 -1.1 0.0
-0.2 3.2 2.0

Results
**Charge**: +6
**ΔE to the lowest compared entry with this formula, charge and spin**: 0.0 kJ/mol
**HOMO-LUMO gap**: 0.0887 hartree

Löwdin atomic charge list, values in e, 8 entries:
1 Ba 1.89
2 Ba 1.76
3 Ba 1.89
4 Ba 1.89
5 O -0.73
6 C -0.28
7 C -0.32
8 O -0.82

---

No. 4
# C10H16

2 unconnected molecules or ions with the total composition C10H16 at a distorted geometry (ωB97M-V/def2-TZVPD, the Open Molecules 2025 dataset).

Atoms and positions in Å:
1 C -0.150 1.707 3.292
2 C 0.051 0.436 2.521
3 C 1.372 -0.047 2.389
4 C 1.722 -0.893 1.359
5 C 0.748 -1.321 0.456
6 C -0.527 -0.815 0.514
7 C -0.865 0.046 1.565
8 H -1.153 2.109 3.158
9 H 0.525 2.514 2.976
10 H 0.119 1.700 4.352
11 H 2.106 0.097 3.175
12 H 2.742 -1.208 1.184
13 H 1.063 -2.004 -0.327
14 H -1.320 -1.136 -0.140
15 H -1.844 0.513 1.561
16 C -0.681 -1.139 -3.314
17 C -0.981 0.238 -3.894
18 C -0.222 1.335 -3.107
19 H -1.043 -1.109 -2.283
20 H -1.367 -1.857 -3.772
21 H 0.375 -1.364 -3.408
22 H -0.577 0.251 -4.907
23 H -2.049 0.444 -3.866
24 H 0.390 1.932 -3.794
25 H -0.869 2.083 -2.676
26 H 0.466 0.886 -2.394

Cartesian forces (eV/Å) of the 2 atoms listed first:
0.0 0.7 0.8
1.4 0.9 -0.9

Results
**ΔE to the lowest compared entry with this formula, charge and spin**: 82.9 kJ/mol
**SMILES string**: Cc1ccccc1.CCC
**HOMO-LUMO gap**: 0.3661 hartree

Löwdin atomic charge list, values in e, 8 entries:
1 C -0.07
2 C -0.27
3 C -0.06
4 C -0.09
5 C -0.10
6 C -0.09
7 C -0.06
8 H 0.07

---

No. 5
# C5H9NO

A single C5H9NO molecule at a distorted geometry (ωB97M-V/def2-TZVPD, the Open Molecules 2025 dataset).

Atoms and positions in Å:
1 C 1.429 -1.403 0.132
2 N 0.956 -0.168 -0.439
3 C 1.064 1.082 0.070
4 O 1.929 1.765 0.561
5 C -0.357 0.909 -0.055
6 C -0.872 0.061 -1.457
7 C -1.226 0.776 1.150
8 H 2.381 -1.239 0.643
9 H 0.716 -1.807 0.856
10 H 1.599 -2.126 -0.668
11 H -0.408 0.481 -2.341
12 H -0.970 -1.027 -1.463
13 H -1.902 0.425 -1.411
14 H -1.351 -0.257 1.487
15 H -0.772 1.330 1.975
16 H -2.215 1.196 0.959

Cartesian forces (eV/Å) of the 2 atoms listed first:
0.4 0.3 0.4
1.6 0.7 1.4

Results
**ΔE to the lowest compared entry with this formula, charge and spin**: 460.5 kJ/mol
**SMILES string**: CN1C(=O)C1(C)C
**HOMO-LUMO gap**: 0.3491 hartree

Löwdin atomic charge list, values in e, 8 entries:
1 C -0.06
2 N -0.03
3 C -0.50
4 O 0.09
5 C -0.13
6 C -0.03
7 C -0.04
8 H 0.09

---

No. 6
# C16H18F3NO5S4

A molecular structure, C16H18F3NO5S4 at a distorted geometry (ωB97M-V/def2-TZVPD, the Open Molecules 2025 dataset).

Atoms and positions in Å:
1 F 1.753 2.245 -0.384
2 C 1.526 0.937 -0.045
3 F 2.714 0.297 0.058
4 F 0.990 0.974 1.206
5 S 0.475 0.031 -1.295
6 N 0.022 -1.493 0.956
7 S 0.926 -2.822 0.893
8 C 1.607 -2.668 2.544
9 C 2.991 -2.751 2.761
10 C 3.480 -2.627 4.062
11 C 2.595 -2.428 5.132
12 C 1.216 -2.350 4.894
13 C 0.722 -2.464 3.594
14 O 0.151 -4.027 0.827
15 O 2.051 -2.615 0.029
16 S -1.590 -1.573 0.704
17 C -1.963 0.199 0.574
18 C -1.695 0.991 1.689
19 C -1.923 2.363 1.601
20 C -2.439 2.927 0.429
21 C -2.760 2.110 -0.659
22 C -2.567 0.736 -0.572
23 O -1.940 -2.083 -0.599
24 O -2.270 -2.055 1.880
25 H 3.659 -2.899 1.911
26 H 4.557 -2.695 4.233
27 H 2.977 -2.344 6.147
28 H 0.514 -2.205 5.712
29 H -0.348 -2.395 3.395
30 H -1.283 0.520 2.572
31 H -1.709 2.977 2.479
32 H -2.648 3.995 0.384
33 H -3.175 2.541 -1.575
34 H -2.864 0.089 -1.394
35 C -0.976 2.953 -4.057
36 S -0.656 1.209 -3.828
37 C -0.082 0.575 -5.400
38 C 0.679 1.124 -2.642
39 O -1.883 0.522 -3.429
40 H -0.059 3.494 -4.303
41 H -1.674 3.032 -4.900
42 H -1.442 3.372 -3.153
43 H 0.570 1.314 -5.886
44 H 0.445 -0.368 -5.197
45 H -1.004 0.380 -5.971
46 H 1.609 0.815 -3.149
47 H 0.722 2.141 -2.229

Cartesian forces (eV/Å) of the 2 atoms listed first:
0.0 -0.9 -0.1
0.3 -0.1 1.4

Results
**ΔE to the lowest compared entry with this formula, charge and spin**: 49.2 kJ/mol
**HOMO-LUMO gap**: 0.2509 hartree

Löwdin atomic charge list, values in e, 8 entries:
1 F 0.06
2 C -0.72
3 F 0.10
4 F 0.09
5 S 1.07
6 N -0.38
7 S 0.52
8 C -0.27